[1]
Molecular formula: C7H15Cl2N2OP
Method: DFT, the ωB97M-V functional and the def2-TZVPD basis

Energy above the lowest of the compared OMol25 structures with the same formula, charge and spin = 0.000 eV
Net charge = 0
HOMO energy = -0.31341 Eh
SMILES = O=P(CCl)(CCl)NN1CCCCC1
HOMO-LUMO gap = 9.2 eV
LUMO = 0.7 eV
2S+1 = 1

Cartesian coordinates (Å):
C: -1.9324 -1.2830 2.0054
C: -1.7106 0.2160 1.8370
C: -0.7644 -2.0343 1.3746
C: -1.5451 0.5465 0.3598
C: -0.5769 -1.6175 -0.0812
C: 1.3988 2.6499 -0.9119
C: 2.8191 0.1288 -1.1518
N: -0.4032 -0.1780 -0.1933
N: -0.2368 0.2367 -1.5242
O: 1.6830 1.3981 -3.4029
P: 1.5096 1.1525 -1.9802
Cl: 3.0473 3.3003 -0.9101
Cl: 2.7505 -1.4246 -1.9952
H: -2.0145 -1.5344 3.0645
H: -2.8669 -1.5704 1.5153
H: -2.5557 0.7778 2.2375
H: -0.8108 0.5143 2.3769
H: 0.1486 -1.8225 1.9331
H: -0.9433 -3.1110 1.4072
H: -2.4684 0.2963 -0.1862
H: -1.3493 1.6121 0.2185
H: 0.3116 -2.1020 -0.4956
H: -1.4548 -1.9471 -0.6666
H: 0.7330 3.3863 -1.3574
H: 1.1071 2.4166 0.1086
H: 2.5893 -0.0322 -0.0997
H: 3.8171 0.5467 -1.2826
H: -0.2819 -0.5221 -2.1995

Forces on atoms 1 to 2 (eV/Å):
0.2 0.1 0.1
-0.2 -0.1 -0.2

[2]
Molecular formula: C7H15Cl2NSc
Method: DFT, the ωB97M-V functional and the def2-TZVPD basis

Net charge = -1
HOMO energy = -0.05736 Eh
HOMO-LUMO gap = 4.3 eV
LUMO = 2.7 eV
2S+1 = 1

Cartesian coordinates (Å):
Sc: -1.7174 -0.3195 1.6624
Cl: -1.6403 2.0728 1.9178
Cl: -0.6384 -2.2062 2.6867
C: -3.6652 -0.4755 2.5699
H: -4.2028 -1.3617 3.0047
H: -4.4862 0.0874 2.0583
C: 1.0082 -1.1938 -0.4449
C: -0.2031 -0.7364 -0.3542
H: 1.2806 -2.1096 0.0737
C: -0.6191 0.5477 -1.0393
H: -0.9462 -1.4226 0.0650
C: 0.2171 0.8532 -2.3216
H: -1.6617 0.6054 -1.3498
H: -0.4756 1.4147 -0.3467
C: 1.7139 0.6761 -2.0291
H: -0.0436 0.2050 -3.1714
H: 0.0221 1.8755 -2.6709
C: 2.0423 -0.7067 -1.4242
H: 2.3166 0.8839 -2.9367
H: 1.9917 1.4500 -1.2957
H: 2.2511 -1.4069 -2.2494
H: 3.0009 -0.6154 -0.9096
N: 0.8664 0.4234 2.0325
H: 0.8070 0.7645 2.9931
H: 1.3602 1.1333 1.4712
H: 1.4215 -0.4386 2.0082

Forces on atoms 1 to 2 (eV/Å):
-1.9 0.8 2.8
0.0 0.8 -0.2

[3]
Molecular formula: C7H15ClI2InO2P
Method: DFT, the ωB97M-V functional and the def2-TZVPD basis

Net charge = +2
HOMO energy (spin up / spin down) = -0.61256 / -0.61249 Eh
HOMO-LUMO gap (spin up / spin down) = 4.2 / 4.2 eV
LUMO (spin up / spin down) = -12.5 / -12.5 eV
2S+1 = 1

Cartesian coordinates (Å):
I: -2.6442 0.1758 2.1278
I: 0.3604 3.0097 -0.1290
In: -0.2630 0.4184 0.6731
P: -1.8477 0.7964 -1.3657
C: -3.0830 2.0714 -1.0283
C: -0.8904 1.3626 -2.8145
H: -1.9859 -1.4655 -2.1557
H: -3.2249 -0.3762 -2.8852
H: -3.4462 -1.0054 -1.1955
C: -2.7255 -0.6814 -1.9571
H: -0.0761 0.6437 -2.9749
H: -1.5879 1.3931 -3.6598
H: -3.7004 2.1569 -1.9301
H: -2.5674 3.0084 -0.8200
H: -0.4603 2.3487 -2.5864
H: -3.6850 1.7716 -0.1704
C: 0.0937 1.7903 3.5941
O: 1.1269 1.3797 3.3702
Cl: 1.1281 -0.5259 -1.0462
C: 2.5054 -2.7537 0.9524
C: 2.3884 -1.5219 1.7918
C: 3.6833 -1.0493 2.3815
O: 1.2597 -0.9804 2.0445
H: 3.3339 -3.4452 1.2156
H: 2.6245 -2.5038 -0.1041
H: 1.5667 -3.2993 1.0262
H: 4.2260 -0.3442 1.7395
H: 3.5194 -0.5128 3.3265
H: 4.3718 -1.8617 2.5799

Forces on atoms 1 to 2 (eV/Å):
1.1 -0.1 -1.0
-0.2 -0.5 0.7

[4]
Molecular formula: C7H15F2N2O
Method: DFT, the ωB97M-V functional and the def2-TZVPD basis

Energy above the lowest of the compared OMol25 structures with the same formula, charge and spin = 1.246 eV
Net charge = +1
HOMO energy = -0.48575 Eh
HOMO-LUMO gap = 10.1 eV
LUMO = -3.2 eV
2S+1 = 1

Cartesian coordinates (Å):
C: 3.7696 -1.1052 0.1820
C: 2.4805 -0.9981 0.9068
C: 2.5625 -0.7384 -0.6217
C: -2.3113 1.3023 -0.9663
C: -1.0819 0.4234 1.1739
C: 2.3500 0.6663 -1.2228
C: -2.1489 -1.0295 -0.4608
N: -3.5473 0.3839 0.7263
N: -2.1851 0.3621 0.1997
O: -2.2193 -1.1581 -1.5853
F: -2.0267 -1.9024 0.4962
F: 0.9845 0.9794 -1.1016
H: 4.6580 -0.3867 0.2857
H: 4.0409 -2.0838 0.0397
H: 1.8298 -1.7769 1.1695
H: 2.5275 -0.1119 1.6353
H: 2.0910 -1.6141 -1.1116
H: -3.0214 1.0353 -1.6153
H: -2.5836 2.3340 -0.4806
H: -1.4329 1.5441 -1.3610
H: -0.2035 0.0368 0.8477
H: -0.9538 1.4182 1.3312
H: -1.2766 -0.0524 2.0576
H: 2.3397 0.4646 -2.3348
H: 2.8410 1.4054 -0.7193
H: -3.8111 1.1216 1.3677
H: -3.6714 -0.5199 1.1619

Forces on atoms 1 to 2 (eV/Å):
0.9 1.3 -0.2
0.8 4.1 0.5

[5]
Molecular formula: C7H15F3N3O3SV
Method: DFT, the ωB97M-V functional and the def2-TZVPD basis

Energy above the lowest of the compared OMol25 structures with the same formula, charge and spin = 0.000 eV
Net charge = +4
HOMO energy = -0.88164 Eh
HOMO-LUMO gap = 8.2 eV
LUMO = -15.8 eV
2S+1 = 1

Cartesian coordinates (Å):
V: 0.1577 -1.4599 0.8433
C: -0.0001 -4.4742 0.2555
C: 0.7090 -3.8646 -0.9350
N: 0.2143 -2.4598 -1.0657
C: -1.2286 -2.3563 -1.5108
C: -1.9956 -1.3071 -0.7028
N: -1.8275 -1.5143 0.7858
C: -2.4035 -2.8018 1.3697
C: -1.3218 -3.4903 2.1802
N: -0.0423 -3.4584 1.3688
H: 0.5107 -5.3684 0.6146
H: -1.0237 -4.7594 0.0225
H: 0.5218 -4.4396 -1.8435
H: 1.7889 -3.8225 -0.7845
H: 0.7964 -1.9807 -1.7523
H: -1.6925 -3.3369 -1.4338
H: -1.2685 -2.0741 -2.5635
H: -3.0584 -1.3048 -0.9597
H: -1.6329 -0.2929 -0.9225
H: -2.2352 -0.7146 1.2851
H: -2.7574 -3.4038 0.5349
H: -3.2658 -2.5541 1.9881
H: -1.5841 -4.5258 2.4066
H: -1.1326 -2.9755 3.1217
H: 0.7303 -3.6538 2.0129
F: 9.8349 11.1254 -0.1576
C: 10.4992 10.4211 0.6045
F: 10.3968 10.5652 1.8239
F: 11.2637 9.5695 0.1468
S: 2.4794 0.8622 0.2768
O: 0.6014 -1.1873 2.2868
O: 1.8792 1.9704 0.8982
O: 1.5305 -0.3042 0.0749

Forces on atoms 1 to 2 (eV/Å):
0.0 -0.2 0.6
0.0 0.0 0.0

[6]
Molecular formula: C7H15FN
Method: DFT, the ωB97M-V functional and the def2-TZVPD basis

Energy above the lowest of the compared OMol25 structures with the same formula, charge and spin = 2.179 eV
Net charge = +1
HOMO energy = -0.46871 Eh
HOMO-LUMO gap = 8.4 eV
LUMO = -4.3 eV
2S+1 = 1

Cartesian coordinates (Å):
C: 2.7750 -0.7580 -0.4963
C: 1.4250 -0.9722 -1.0829
C: 1.2213 -2.2910 -1.9353
C: -3.2929 1.2777 0.0208
C: -0.1132 0.9414 2.1876
C: 0.4318 -0.1323 -1.0495
C: -2.1857 0.6986 0.9358
N: -1.2576 1.3841 1.5166
F: 0.4601 1.1114 -0.4537
H: 3.3859 0.0571 -0.9757
H: 3.3311 -1.6382 -0.7924
H: 1.2661 -3.2550 -1.3799
H: 2.1058 -2.3202 -2.5339
H: 0.3728 -2.2214 -2.5465
H: -4.2827 1.1260 0.3980
H: -3.2091 0.5274 -0.8287
H: -3.0830 2.3083 -0.2255
H: -0.1417 1.5225 3.1458
H: 0.0914 -0.1568 2.0082
H: 0.7854 1.4104 1.7605
H: -0.4837 -0.2751 -1.6002
H: -2.0587 -0.4221 0.9460
H: -1.2922 2.3440 1.5121
H: 2.7240 -0.6975 0.6209

Forces on atoms 1 to 2 (eV/Å):
0.8 0.1 0.2
0.1 -1.8 -0.9

Number 1: E -46863.6661 eV. Number 2: E -54739.2941 eV. Number 3: E -54765.8412 eV. Number 4: E -17953.7473 eV. Number 5: E -62745.5900 eV. Number 6: E -11701.3104 eV.